# 1
# C3H7N2S

A gas-phase ion, C3H7N2S (charge +1) at a distorted geometry (ωB97M-V with the def2-TZVPD basis set, OMol25).

Each line ends with the Löwdin charge.
Atoms and positions in Å:
C 1.6662 -0.8680 -0.3767  -0.5137
C 1.7663 1.4186 0.2924  -0.0235
C -0.8056 -0.2404 0.4167  -0.3781
N 2.0602 0.2953 -0.2480  -0.0388
N -2.0575 -0.3117 -0.3456  0.1018
S 0.2040 -1.6044 0.0531  1.0043
H 2.3623 -1.6117 -0.6017  0.0657
H 1.7378 2.3045 -0.2519  0.0561
H 1.1341 1.5335 1.1966  0.0747
H -0.9281 0.1981 1.4601  0.1230
H -2.9394 -0.3593 0.2725  0.2103
H -2.0562 -1.2225 -0.8869  0.1582
H -2.1444 0.4680 -0.9806  0.1599

Computed properties:
Electronic energy ... -625.7623 Eh
LUMO (spin up / spin down) ... -4.1 / -6.3 eV
Multiplicity ... 3
HOMO energy (spin up / spin down) ... -10.64 / -13.48 eV
Net charge ... +1
Energy above the lowest of the compared OMol25 structures with the same formula, charge and spin ... 57.2 kcal/mol



# 2
# C40H79BBrN7O8PS3

6 unconnected molecules or ions with the total composition C40H79BBrN7O8PS3 at a distorted geometry (ωB97M-V with the def2-TZVPD basis set, OMol25).

Each line ends with the Löwdin charge.
Atoms and positions in Å:
C 4.4067 -3.1526 0.2769  -0.0038
C 3.3475 -3.1673 1.0767  -0.1679
C 1.9343 -3.1326 0.5214  -0.1719
C 0.9342 -2.3667 1.4290  -0.2978
C 1.0084 -2.9530 2.8552  -0.1247
C 0.8070 -4.4443 3.1931  -0.2124
C 1.8221 -5.4832 2.7099  -0.0870
N 1.5038 -0.9664 1.4538  0.1315
B 2.0046 -0.3310 2.7370  -0.5840
C 1.4055 0.9139 3.4794  0.0378
O 3.1523 -0.8743 3.2734  0.1045
C 1.2123 -0.1233 0.4256  -0.3690
N 2.2252 0.6324 -0.0363  -0.4399
S 2.0148 2.0056 -1.0798  0.8858
P 3.9682 0.4091 0.4174  0.9200
C 4.6781 0.0383 -1.2190  -0.2361
O 4.5098 1.9257 0.6718  -0.2933
N -0.0693 0.0386 -0.0038  0.0880
C -0.3113 0.1385 -1.4696  -0.2923
N -0.9075 1.4360 -1.7943  0.0116
C -1.0305 -0.8917 0.7203  -0.4199
N -2.3587 -0.8226 0.1513  0.1089
C -1.2067 -0.3345 2.1771  -0.1676
C -2.6284 -0.1306 2.6746  -0.4049
S -2.5343 0.4157 4.4301  1.0334
C -2.3577 2.1320 4.2214  -0.6979
N -2.4905 3.0378 5.1297  0.0599
N -2.2748 4.2425 4.4843  0.0690
C -2.0337 3.9799 3.2533  -0.1543
O -2.0549 2.6319 3.0043  0.0014
C -0.5214 -2.3366 0.7585  -0.4629
S -0.4631 -2.9310 -1.0229  0.9214
C -1.4952 -3.3541 1.4322  -0.1776
C -2.8859 -3.6577 0.8482  -0.2964
C -4.0616 -3.1659 1.7080  -0.6278
Br -5.6351 -4.2224 1.3244  0.7377
H 5.3775 -2.8905 0.6744  0.0659
H 4.3714 -3.4530 -0.7636  0.0708
H 3.5399 -3.2716 2.1316  0.0909
H 2.0593 -2.6083 -0.4184  0.0839
H 1.6120 -4.1615 0.3777  0.0960
H 0.2976 -2.4131 3.4844  0.1151
H 1.9731 -2.7333 3.3043  0.1019
H 0.9031 -4.4677 4.2813  0.1192
H -0.1891 -4.8434 3.0422  0.0912
H 2.8520 -5.1668 2.8415  0.0705
H 1.7059 -6.3636 3.3405  0.0816
H 1.6558 -5.8294 1.6927  0.0699
H 2.1632 1.3887 4.1000  0.0812
H 1.0494 1.6879 2.7934  0.0709
H 0.5690 0.6667 4.1317  0.0675
H 3.8098 -0.1745 3.3442  0.1036
H 1.1562 2.7379 -0.3525  -0.0814
H 5.7608 0.1003 -1.1497  0.0639
H 4.3795 -0.9765 -1.4761  0.0217
H 4.3067 0.6927 -2.0071  0.0113
H 5.1949 2.1534 0.0302  0.0367
H -0.9883 -0.6098 -1.8548  0.0671
H 0.5933 -0.0088 -2.0495  0.0842
H -0.4535 1.8545 -2.5918  0.0589
H -1.8946 1.3315 -1.9762  0.0662
H -2.5908 0.1245 -0.1230  0.1055
H -2.4540 -1.4067 -0.6708  0.0568
H -0.6919 -0.9481 2.8982  0.0756
H -0.7672 0.6534 2.1408  0.0900
H -3.2382 -1.0213 2.7222  0.0409
H -3.1617 0.6644 2.1700  0.0832
H -1.8346 4.6645 2.4518  0.1314
H -0.3239 -4.2437 -0.8151  -0.0736
H -0.9578 -4.2851 1.2835  0.0918
H -1.5707 -3.1581 2.4995  0.1167
H -3.0145 -4.7380 0.8025  0.0882
H -3.0740 -3.3180 -0.1622  0.0752
H -4.3065 -2.1564 1.4000  0.0338
H -3.8334 -3.1979 2.7678  0.0633
C 5.9940 5.0362 -2.7824  -0.1561
C 4.5072 4.7617 -2.9972  -0.1617
C 4.5365 3.3627 -3.5959  -0.2125
O 5.6761 2.7044 -3.0299  -0.1643
C 6.5035 3.6653 -2.3636  -0.1954
H 6.1968 5.8051 -2.0396  0.1173
H 6.4581 5.3392 -3.7224  0.1193
H 3.9865 4.7525 -2.0356  0.1066
H 4.0150 5.4857 -3.6436  0.1168
H 4.6563 3.3982 -4.6832  0.1197
H 3.6397 2.7834 -3.3675  0.0708
H 6.4017 3.5263 -1.2785  0.1041
H 7.5438 3.4918 -2.6359  0.1223
C 1.8874 -1.9074 -6.4348  -0.1549
C 3.1667 -1.9274 -5.6087  -0.1545
C 2.9411 -0.7582 -4.6670  -0.2033
O 1.5324 -0.6574 -4.4568  -0.1668
C 0.8456 -1.5001 -5.3981  -0.1900
H 1.6592 -2.8586 -6.9109  0.1185
H 1.9615 -1.1456 -7.2131  0.1131
H 3.2289 -2.8607 -5.0432  0.1164
H 4.0735 -1.8282 -6.2023  0.1077
H 3.2795 0.1830 -5.1161  0.1193
H 3.4421 -0.8822 -3.7054  0.0942
H 0.4514 -2.3710 -4.8631  0.1136
H 0.0084 -0.9496 -5.8271  0.1177
C -8.9616 -1.0040 3.6558  -0.1688
C -8.0860 -1.8320 2.7174  -0.1983
C -8.7806 -3.1880 2.7639  -0.2406
O -10.1656 -2.9215 2.9801  -0.1370
C -10.3481 -1.5521 3.3446  -0.2034
H -8.8871 0.0704 3.4957  0.1112
H -8.6976 -1.2126 4.6947  0.1144
H -8.1288 -1.4212 1.7054  0.1131
H -7.0412 -1.8827 3.0202  0.0866
H -8.4087 -3.7953 3.5970  0.1165
H -8.6654 -3.7588 1.8426  0.0890
H -10.8022 -1.0240 2.4992  0.1173
H -11.0296 -1.4948 4.1933  0.1176
C 5.5758 1.6772 -8.7406  -0.1709
C 6.7573 0.7506 -9.0111  -0.1676
C 6.1380 -0.6174 -8.7636  -0.2067
O 4.7553 -0.5120 -9.1219  -0.1504
C 4.4153 0.8669 -9.3002  -0.2064
H 5.6689 2.6571 -9.2054  0.1126
H 5.4523 1.8204 -7.6637  0.1048
H 7.0721 0.8387 -10.0525  0.1161
H 7.6213 0.9438 -8.3776  0.1124
H 6.2006 -0.8931 -7.7042  0.1080
H 6.6048 -1.4061 -9.3533  0.1182
H 4.2807 1.0547 -10.3701  0.1191
H 3.4710 1.0708 -8.7927  0.1102
C -6.0483 5.9826 7.3469  -0.1701
C -4.9856 5.3268 6.4672  -0.1852
C -5.5787 3.9412 6.2565  -0.2215
O -6.9993 4.0969 6.2850  -0.1440
C -7.3316 5.4002 6.7690  -0.2074
H -6.0302 7.0709 7.3212  0.1107
H -5.9235 5.6638 8.3840  0.1136
H -4.9099 5.8547 5.5139  0.1081
H -3.9950 5.2969 6.9159  0.1057
H -5.2882 3.2589 7.0623  0.1172
H -5.2861 3.4944 5.3056  0.0972
H -7.6959 6.0018 5.9288  0.1155
H -8.1316 5.3158 7.5048  0.1160

Computed properties:
Electronic energy ... -6691.2172 Eh
LUMO ... -2.7 eV
HOMO energy ... -10.43 eV
Net charge ... +1



# 3
# C10H13BrN2O2

3 unconnected molecules or ions with the total composition C10H13BrN2O2 at a distorted geometry (ωB97M-V with the def2-TZVPD basis set, OMol25).

Each line ends with the Löwdin charge.
Atoms and positions in Å:
C -1.5924 5.0635 1.3710  -0.1157
C -0.2722 5.5481 1.2117  -0.1190
C 0.5571 4.4538 1.1081  -0.1407
N -0.2159 3.3260 1.2040  0.0084
C -1.5287 3.6880 1.3590  -0.1544
H -2.4926 5.6541 1.4812  0.0902
H 0.0400 6.5839 1.1758  0.0897
H 1.6284 4.3813 0.9759  0.1043
H 0.1285 2.3755 1.1655  0.1083
H -2.3029 2.9378 1.4488  0.0816
C 2.0942 -4.5386 -2.1593  -0.1139
C 1.1834 -4.8126 -1.1111  -0.1168
C 0.0986 -3.9819 -1.2822  -0.1603
N 0.3252 -3.2130 -2.3940  0.0056
C 1.5372 -3.5494 -2.9386  -0.1321
H 3.0524 -5.0126 -2.3281  0.0920
H 1.3053 -5.5383 -0.3174  0.0907
H -0.8120 -3.8715 -0.7087  0.0946
H -0.3040 -2.5084 -2.7564  0.1356
H 1.8992 -3.0562 -3.8308  0.1088
O -1.1320 -0.1227 -1.6594  -0.0549
C -0.9653 -0.6221 -0.4066  -0.1380
O 0.0025 0.0816 0.4507  -0.1766
C -0.0252 -0.4000 1.8405  -0.5640
Br -1.6348 0.1792 2.8971  0.5963
H -1.5704 -1.5860 -0.1341  0.1618
H 0.9120 0.1038 2.3818  0.1148
H 0.0845 -1.5632 1.9555  0.1036

Computed properties:
Electronic energy ... -3222.7583 Eh
LUMO ... -0.4 eV
HOMO energy ... -8.09 eV
Energy above the lowest of the compared OMol25 structures with the same formula, charge and spin ... 47.1 kcal/mol



Number 1: M 103.17 g mol⁻¹. Number 2: M 1004.00 g mol⁻¹. Number 3: M 273.13 g mol⁻¹.